No. 1
41
Properties=species:S:1:pos:R:3 method="wB97M-V/def2-TZVPD" spin_multiplicity=1 fmax_ev_per_a=2.165 orbital_gap_ev="4.489 / 5.021" charge=+2 e_tot_ha=-6764.282468 relative_energy_kcal_mol=0.0
Os 0.03 -0.06 -0.68
O 1.47 1.07 0.29
C 0.81 2.11 -0.12
O 0.20 2.02 -1.23
C 0.45 3.14 0.84
C 1.06 4.34 1.15
C 0.49 5.14 2.12
C -0.67 4.73 2.76
C -1.29 3.53 2.42
C -0.73 2.73 1.45
S -1.52 1.20 1.00
H 1.96 4.66 0.63
H 0.94 6.09 2.36
H -1.11 5.35 3.53
H -2.20 3.22 2.91
Br 1.26 -0.16 -2.95
C -0.17 0.02 -4.23
C 0.08 0.63 -5.44
C -0.92 0.64 -6.41
C -2.14 0.03 -6.17
C -2.40 -0.57 -4.94
C -1.41 -0.54 -3.98
I -1.76 -1.39 -2.12
H 1.05 1.07 -5.64
H -0.73 1.11 -7.36
H -2.90 0.01 -6.94
H -3.36 -1.04 -4.73
C 3.60 -1.39 0.13
As 2.29 -1.71 1.49
C 2.64 -3.44 2.23
C 2.45 -0.47 2.93
S 0.25 -1.86 0.68
H 4.58 -1.55 0.57
H 3.52 -0.38 -0.25
H 3.45 -2.11 -0.68
H 3.66 -3.42 2.64
H 2.58 -4.21 1.46
H 1.93 -3.65 3.03
H 3.40 -0.67 3.42
H 1.63 -0.65 3.63
H 2.41 0.55 2.57

***

No. 2
20
Properties=species:S:1:pos:R:3 method="wB97M-V/def2-TZVPD" spin_multiplicity=1 fmax_ev_per_a=5.700 orbital_gap_ev="5.920 / 5.918" charge=-1 e_tot_ha=-907.300953 relative_energy_kcal_mol=51.5
C -0.13 1.28 -1.52
C -0.61 -0.82 -0.84
C 2.05 0.96 -0.49
C -1.34 0.02 2.01
C 1.17 0.35 -1.54
C -0.97 -1.40 1.68
O -0.19 2.49 -1.73
O -1.05 0.56 -0.93
O -1.49 -1.63 -1.63
O -1.62 -2.37 1.76
O 0.71 -0.84 -1.31
I 1.27 -1.66 2.11
H 1.52 1.77 0.05
H 2.22 0.18 0.22
H 3.00 1.36 -0.72
H -1.22 0.31 3.04
H -2.31 0.32 1.73
H -0.58 0.70 1.65
H 1.69 0.45 -2.52
H -2.15 -2.04 -1.00

***

No. 3
9
Properties=species:S:1:pos:R:3 method="wB97M-V/def2-TZVPD" spin_multiplicity=1 fmax_ev_per_a=0.646 orbital_gap_ev=9.970 e_tot_ha=-375.370772 relative_energy_kcal_mol=88.3
O 0.16 0.77 -2.38
C 0.40 -0.17 -1.67
C 0.64 0.01 -0.17
O 1.63 0.54 0.26
N -0.37 -0.62 0.60
C -1.01 0.19 1.58
N -0.06 -0.36 2.15
H 0.49 -1.20 -2.06
H -1.87 0.84 1.70

***

No. 4
114
Properties=species:S:1:pos:R:3 method="wB97M-V/def2-TZVPD" spin_multiplicity=6 fmax_ev_per_a=1.494 s2=8.756 orbital_gap_ev="5.836 / 5.810" e_tot_ha=-4062.432721
Sm 0.04 -0.09 1.53
C 5.52 -5.06 -5.26
O 5.73 -5.22 -3.87
C 4.91 -4.54 -3.03
C 5.15 -4.71 -1.67
C 4.38 -4.04 -0.73
C 3.35 -3.20 -1.12
C 3.10 -3.06 -2.49
C 3.87 -3.71 -3.44
C 2.49 -2.41 -0.17
C 2.95 -1.12 0.12
C 4.25 -0.64 -0.30
C 4.24 0.71 -0.18
C 2.92 1.08 0.29
N 2.21 -0.06 0.57
C 2.42 2.39 0.16
C 1.08 2.82 0.26
C 0.65 4.13 -0.18
C -0.70 4.10 -0.27
C -1.12 2.78 0.13
C -2.42 2.30 -0.03
C -3.33 3.13 -0.88
C -4.14 4.15 -0.40
C -4.96 4.87 -1.24
C -4.99 4.60 -2.60
O -5.83 5.36 -3.35
C -5.89 5.10 -4.74
C -4.18 3.59 -3.11
C -3.37 2.87 -2.25
C -2.86 0.98 0.22
N -2.07 -0.09 0.52
C -2.83 -1.22 0.32
C -2.34 -2.53 0.14
C -3.32 -3.49 -0.48
C -3.40 -3.58 -1.86
C -4.29 -4.43 -2.49
C -5.13 -5.23 -1.72
O -6.04 -6.10 -2.22
C -6.14 -6.19 -3.63
C -5.06 -5.16 -0.33
C -4.16 -4.30 0.28
C -1.01 -2.96 0.18
C -0.58 -4.26 -0.30
C 0.77 -4.22 -0.41
C 1.19 -2.90 0.02
N 0.10 -2.19 0.43
C -4.18 -0.83 0.02
C -4.20 0.52 -0.05
N -0.02 2.05 0.52
C 3.34 3.35 -0.55
C 4.15 4.26 0.12
C 4.91 5.19 -0.56
C 4.86 5.24 -1.95
O 5.61 6.21 -2.54
C 5.57 6.30 -3.95
C 4.08 4.32 -2.65
C 3.33 3.39 -1.94
H 6.27 -5.67 -5.75
H 5.65 -4.02 -5.56
H 4.53 -5.41 -5.55
H 5.96 -5.37 -1.37
H 4.59 -4.18 0.32
H 2.29 -2.41 -2.80
H 3.64 -3.57 -4.49
H 5.06 -1.26 -0.66
H 5.02 1.40 -0.44
H 1.31 4.95 -0.42
H -1.36 4.88 -0.60
H -4.13 4.38 0.66
H -5.60 5.66 -0.86
H -6.62 5.79 -5.14
H -6.22 4.07 -4.93
H -4.93 5.27 -5.22
H -4.18 3.35 -4.17
H -2.74 2.08 -2.64
H -2.74 -2.95 -2.46
H -4.32 -4.47 -3.57
H -6.92 -6.93 -3.83
H -5.20 -6.53 -4.08
H -6.44 -5.24 -4.07
H -5.72 -5.79 0.25
H -4.11 -4.25 1.36
H -1.23 -5.08 -0.54
H 1.43 -5.00 -0.76
H -5.00 -1.51 -0.15
H -5.04 1.16 -0.29
H 4.19 4.24 1.21
H 5.53 5.90 -0.04
H 6.16 7.17 -4.21
H 4.55 6.44 -4.31
H 6.00 5.41 -4.42
H 4.05 4.31 -3.73
H 2.71 2.68 -2.48
C -1.41 0.58 8.56
C 0.03 0.29 8.21
C 1.06 0.73 9.03
C 2.38 0.42 8.73
Cl 3.65 1.00 9.78
C 2.70 -0.35 7.63
C 1.68 -0.78 6.80
C 0.36 -0.46 7.08
O -0.63 -0.96 6.27
C -1.24 0.00 5.41
C -0.61 -0.08 4.03
O -0.78 -1.13 3.35
O 0.06 0.90 3.60
H -1.52 0.72 9.63
H -2.05 -0.24 8.25
H -1.76 1.49 8.07
H 0.84 1.31 9.92
H 3.73 -0.60 7.42
H 1.89 -1.39 5.93
H -1.13 1.01 5.80
H -2.30 -0.25 5.33